ORCA calculation (ωB97M-V with the def2-TZVPD basis set) on an isolated molecule of C4H9NO.

Last column: Mulliken charge in e.
Element x y z (Å)
O: -0.049294 -1.548189 -1.052191  -0.621
N: 1.631873 -0.816961 -2.210599  -0.412
C: 0.279123 0.805472 -0.217095  -0.733
C: -0.946309 0.281150 0.527272  -0.100
C: 0.710905 -0.604167 -1.213192  0.493
C: -0.952486 0.276253 2.071438  -1.208
H: -0.008831 -0.113299 2.469736  0.339
H: 1.509165 -1.670059 -2.762105  0.228
H: -1.892795 0.695331 0.147396  0.339
H: 2.373604 -0.208448 -2.493452  0.178
H: 1.081074 1.119455 0.471852  0.338
H: 0.072281 1.633357 -0.908079  0.278
H: -1.125104 1.242802 2.573528  0.322
H: -0.856247 -0.772093 0.068724  0.247
H: -1.749207 -0.390299 2.428078  0.315

Atoms 1-3, force components in eV/Å:
0.487 -0.072 -0.288
0.038 0.672 0.236
0.682 -1.047 -0.984

Output
SMILES   CCCC(N)=O
E_HOMO   -9.41 eV
Orbital gap   10.30 eV